Molecular formula: C3H2FN3O
Method: DFT, the ωB97M-V functional and the def2-TZVPD basis

energy above the lowest of the compared OMol25 structures with the same formula, charge and spin: 0.953 eV
maximum force: 13.28 eV Å⁻¹
orbital gap: 10.57 eV
SMILES: N=C=CC(=O)F.N#N
E: -12377.4803 eV
E_LUMO: 0.2 eV

```
! wB97M-V def2-TZVPD RIJCOSX def2/J DEFGRID3
* xyz 0 1
N 1.2982 2.0688 0.0739
C 0.1870 1.5594 -0.0283
C -0.9237 0.9749 -0.4128
C -1.3056 -0.2667 0.1992
O -0.8715 -0.8774 1.1422
F -2.4400 -0.7383 -0.4797
H 1.4697 2.5903 0.9337
H -1.5767 1.6004 -1.0677
N 1.8343 -1.6311 -0.5190
N 2.7665 -1.0280 -0.0170
*
```

---

Molecular formula: C3H11NS2
Method: DFT, the ωB97M-V functional and the def2-TZVPD basis

energy above the lowest of the compared OMol25 structures with the same formula, charge and spin: 0.732 eV
maximum force: 2.55 eV Å⁻¹
orbital gap: 9.09 eV
SMILES: CCN.CSS
E: -26449.2286 eV
E_LUMO: 0.7 eV

```
! wB97M-V def2-TZVPD RIJCOSX def2/J DEFGRID3
* xyz 0 1
C 2.3108 -0.5700 -1.1215
C 2.9448 0.3001 -0.0123
N 1.9904 0.5257 1.0779
H 1.4628 0.0020 -1.5250
H 3.0682 -0.8720 -1.8424
H 1.8810 -1.4495 -0.5932
H 3.8477 -0.1161 0.4710
H 3.1749 1.2982 -0.3598
H 2.2143 1.2024 1.8275
H 1.5145 -0.3429 1.3878
C -1.7730 0.7888 1.4882
S -1.1848 -0.6494 0.4897
S -1.6604 -0.0206 -1.2980
H -1.3734 1.7504 1.1632
H -1.2851 0.6772 2.5104
H -2.8514 0.6645 1.6741
H -0.9586 1.1132 -1.4516
*
```

---

Molecular formula: CH4BrClSi
Method: DFT, the ωB97M-V functional and the def2-TZVPD basis

energy above the lowest of the compared OMol25 structures with the same formula, charge and spin: 5.981 eV
maximum force: 2.88 eV Å⁻¹
orbital gap (alpha / beta): 8.32 / 8.82 eV
E: -91539.9227 eV
E_LUMO (alpha / beta): -0.7 / -0.9 eV

```
! wB97M-V def2-TZVPD RIJCOSX def2/J DEFGRID3
* xyz 0 1
C 0.6923 0.4061 0.2609
Si -0.9190 -0.3003 -0.5349
Cl 1.2654 2.0388 0.0622
Br 2.1523 -0.8236 -0.0469
H 0.2790 0.2818 2.2637
H -0.8285 0.0297 -1.8959
H -2.1421 0.1287 0.2212
H -0.4994 -1.7612 -0.3303
*
```

---

Molecular formula: C4H8O2
Method: DFT, the ωB97M-V functional and the def2-TZVPD basis

energy above the lowest of the compared OMol25 structures with the same formula, charge and spin: 2.169 eV
maximum force: 0.30 eV Å⁻¹
orbital gap: 9.22 eV
SMILES: C=C(OC)OC
E: -8371.1127 eV
E_LUMO: 1.0 eV

```
! wB97M-V def2-TZVPD RIJCOSX def2/J DEFGRID3
* xyz 0 1
C -0.7380 1.1272 1.2966
C 0.0295 0.3788 0.5009
O -0.3446 -0.6596 -0.2831
C -1.6863 -0.7129 -0.7427
O 1.3557 0.6272 0.4457
C 2.2036 -0.1993 -0.3313
H -0.2639 1.9197 1.8583
H -1.7929 0.9516 1.4391
H -2.4063 -0.3493 -0.0034
H -1.7905 -0.1301 -1.6669
H -1.8968 -1.7647 -0.9479
H 3.1940 0.2514 -0.2335
H 2.2293 -1.2249 0.0527
H 1.9071 -0.2150 -1.3845
*
```